45
Properties=species:S:1:pos:R:3 method="wB97M-V/def2-TZVPD" energy_ha=-1540.43256 total_charge=-1 spin_multiplicity=1 lumo_ev=1.33
C 1.441 -1.482 3.776
C 2.258 -0.188 3.152
C 2.454 -0.224 1.526
P 2.028 -1.989 0.940
O 3.034 -3.119 1.497
C 4.101 -0.057 1.275
O 4.767 -0.864 0.426
O 4.878 1.009 1.932
N 1.815 0.898 0.759
C 0.433 0.602 0.248
C -0.690 0.234 1.382
O -0.777 0.726 2.619
C -1.886 -0.830 0.903
C -2.907 -0.219 -0.272
C -4.120 -1.112 -0.919
C -4.312 -2.653 -0.368
C -3.315 -3.243 0.823
C -2.076 -2.347 1.495
O 1.933 2.099 1.345
C 2.437 2.983 0.248
N 2.648 3.793 -0.754
H 2.077 -2.468 3.835
H 0.371 -1.641 3.282
H 1.208 -1.188 4.909
H 1.734 0.768 3.576
H 3.336 -0.221 3.663
H 2.158 -2.076 -0.522
H 0.701 -2.444 1.265
H 0.393 -0.207 -0.629
H 0.049 1.607 -0.273
H -2.739 0.893 -0.665
H -4.765 -0.607 -1.768
H -5.168 -3.318 -0.853
H -3.475 -4.346 1.181
H -1.347 -2.761 2.311
N -1.670 1.750 -4.628
C -1.088 2.856 -5.191
C -0.179 3.363 -4.289
C -0.209 2.530 -3.146
C -1.137 1.541 -3.383
H -2.381 1.178 -5.064
H -1.371 3.188 -6.181
H 0.441 4.238 -4.440
H 0.382 2.640 -2.246
H -1.463 0.708 -2.774



142
Properties=species:S:1:pos:R:3 method="wB97M-V/def2-TZVPD" energy_ha=-9301.88901 total_charge=0 smiles="CCOCCOCCOC[C@](O[C@@H](O)CC[C@@](F)(Br)C(F)(F)Br)(PP(=O)(O)O)[C@H](CCCCO)O[C@H](I)C[C@H](C)F.CC(C)=O.CC(C)=O.CC(C)=O.CC(C)=O.CC(C)=O.CC(C)=O" spin_multiplicity=1 lumo_ev=0.31
C 0.847 4.673 3.167
C 1.623 4.054 1.922
O 0.863 4.018 0.701
C 0.887 5.349 0.118
C -0.562 5.702 -0.530
O -1.413 4.572 -0.286
C -2.196 4.808 0.891
C -2.647 3.488 1.659
O -1.918 2.312 1.317
C -2.458 1.704 0.119
C -2.093 0.164 0.009
O -2.535 -0.513 -1.163
C -3.919 -0.463 -1.454
O -4.019 -0.603 -2.899
C -4.807 -1.651 -0.868
C -6.335 -1.158 -0.941
C -6.870 -0.511 0.395
F -6.517 -1.192 1.566
Br -6.436 1.409 0.616
C -8.485 -0.587 0.327
F -8.928 -0.081 1.573
F -8.937 -1.888 0.230
Br -9.263 0.629 -1.027
P -2.547 -0.620 1.674
P -2.322 -2.782 1.661
O -1.314 -3.202 2.719
O -1.900 -3.411 0.145
O -3.818 -3.489 2.114
C -0.471 0.123 -0.051
C 0.088 -0.319 -1.479
C 0.206 -1.888 -1.676
C 1.239 -2.221 -2.874
C 1.314 -1.085 -3.983
O 2.373 -0.118 -3.751
O 0.101 -0.723 0.977
C 0.956 0.003 1.853
I 2.869 0.517 0.889
C 1.184 -0.846 3.198
C 2.147 -2.091 3.009
C 3.655 -1.828 3.455
F 2.098 -2.676 1.708
H 1.161 5.759 3.287
H -0.274 4.618 3.091
H 1.124 4.157 4.145
H 2.006 3.040 2.232
H 2.537 4.699 1.722
H 1.617 5.324 -0.741
H 1.148 6.142 0.876
H -0.992 6.661 -0.114
H -0.440 5.830 -1.650
H -1.605 5.454 1.620
H -3.123 5.409 0.622
H -3.770 3.404 1.569
H -2.441 3.676 2.765
H -2.150 2.252 -0.818
H -3.592 1.775 0.246
H -4.461 0.497 -1.230
H -3.217 -1.108 -3.146
H -4.734 -2.571 -1.521
H -4.609 -1.911 0.205
H -6.990 -2.008 -1.286
H -6.371 -0.363 -1.743
H -3.973 -0.395 1.797
H -2.073 -4.372 0.172
H -3.993 -3.290 3.053
H -0.033 1.162 0.127
H 1.158 0.077 -1.512
H -0.431 0.211 -2.340
H -0.786 -2.315 -2.012
H 0.599 -2.439 -0.778
H 0.946 -3.175 -3.421
H 2.293 -2.346 -2.473
H 0.325 -0.570 -4.182
H 1.587 -1.596 -4.967
H 3.210 -0.481 -4.079
H 0.485 0.977 2.184
H 1.610 -0.177 4.004
H 0.200 -1.243 3.611
H 1.765 -2.896 3.717
H 4.383 -2.385 2.784
H 3.867 -2.201 4.507
H 3.932 -0.737 3.402
C -1.105 -4.342 5.868
C -0.515 -3.206 6.656
C -0.860 -3.122 8.121
O 0.210 -2.387 6.131
H -0.770 -4.271 4.832
H -0.773 -5.297 6.281
H -2.195 -4.281 5.889
H -0.514 -4.021 8.636
H -1.939 -3.010 8.243
H -0.365 -2.255 8.560
C -1.609 9.601 3.384
C -2.030 8.375 2.624
C -3.264 8.483 1.769
O -1.398 7.337 2.697
H -0.707 9.380 3.957
H -1.392 10.415 2.689
H -2.403 9.897 4.076
H -3.119 9.248 1.002
H -4.125 8.733 2.391
H -3.450 7.527 1.278
C 4.383 -4.866 -1.232
C 4.149 -4.923 -2.720
C 4.564 -6.178 -3.440
O 3.644 -3.988 -3.314
H 4.037 -3.906 -0.847
H 3.825 -5.664 -0.738
H 5.450 -4.965 -1.020
H 4.015 -7.032 -3.044
H 5.638 -6.334 -3.326
H 4.337 -6.078 -4.500
C 5.720 -8.228 -7.031
C 5.464 -8.941 -5.731
C 5.613 -10.440 -5.723
O 5.148 -8.332 -4.729
H 5.577 -7.156 -6.890
H 6.746 -8.403 -7.354
H 5.019 -8.578 -7.792
H 6.636 -10.713 -5.989
H 4.908 -10.888 -6.426
H 5.398 -10.818 -4.722
C 7.837 -5.384 -9.484
C 8.546 -6.576 -8.898
C 9.475 -7.343 -9.802
O 8.374 -6.907 -7.742
H 7.203 -4.930 -8.721
H 8.568 -4.644 -9.817
H 7.210 -5.698 -10.320
H 10.278 -6.690 -10.149
H 8.920 -7.743 -10.652
H 9.914 -8.174 -9.248
C -4.897 10.967 6.779
C -4.709 11.396 5.348
C -5.238 12.749 4.955
O -4.150 10.678 4.542
H -4.467 9.974 6.918
H -4.389 11.665 7.446
H -5.962 10.925 7.017
H -4.745 13.526 5.543
H -6.318 12.785 5.113
H -5.033 12.925 3.899



65
Properties=species:S:1:pos:R:3 method="wB97M-V/def2-TZVPD" de_lowest_ev=0.6089 energy_ha=-1401.62873 total_charge=+1 spin_multiplicity=1 lumo_ev="-2.56 / -2.56"
C 0.925 -0.444 2.162
C -0.421 -0.057 2.448
C -0.597 1.294 2.012
C 0.661 1.761 1.514
C 1.595 0.690 1.612
Hf -0.097 -0.074 -0.087
C -1.165 1.902 -2.646
C -0.285 0.868 -2.272
H -0.309 -0.082 -2.820
C 0.949 1.176 -1.584
H 1.104 2.220 -1.396
H 1.862 0.716 -1.911
C -1.821 1.970 -3.960
H -1.953 1.019 -4.491
H -2.791 2.464 -3.947
H -1.153 2.605 -4.579
C -1.318 3.071 -1.718
H -1.222 2.948 -0.628
H -0.541 3.811 -2.009
H -2.262 3.604 -1.799
C -1.408 -0.892 3.182
H -1.364 -1.940 2.855
H -1.200 -0.884 4.260
H -2.427 -0.528 3.031
C -1.798 2.140 2.242
H -2.703 1.587 1.971
H -1.893 2.452 3.295
H -1.769 3.052 1.637
C 1.018 3.184 1.247
H 0.132 3.802 1.068
H 1.545 3.623 2.109
H 1.676 3.300 0.378
C 3.043 0.761 1.258
H 3.293 1.586 0.579
H 3.589 0.927 2.195
H 3.455 -0.159 0.812
C 1.553 -1.746 2.526
H 2.454 -1.968 1.939
H 1.847 -1.702 3.582
H 0.858 -2.591 2.420
C -2.373 -0.416 -0.638
C -3.187 0.460 -1.569
C -3.217 -0.674 0.482
C -3.815 1.560 -0.985
H -3.430 0.496 -2.606
C -4.387 0.088 0.738
H -3.039 -1.386 1.295
C -4.607 1.241 0.073
H -3.840 2.648 -1.219
H -5.129 -0.223 1.434
H -5.357 1.934 0.406
C 0.907 -3.250 -2.988
P 1.507 -2.945 -1.346
C 1.353 -4.352 -0.274
C 3.213 -2.421 -1.366
O 0.694 -1.765 -0.703
H 0.836 -2.300 -3.541
H -0.078 -3.735 -2.896
H 1.629 -3.935 -3.467
H 2.050 -5.128 -0.618
H 1.573 -4.123 0.779
H 0.336 -4.754 -0.360
H 3.344 -1.469 -1.893
H 3.644 -2.315 -0.361
H 3.821 -3.162 -1.893



20
Properties=species:S:1:pos:R:3 method="wB97M-V/def2-TZVPD" de_lowest_ev=2.1640 energy_ha=-290.79918 s2=0.754 total_charge=+1 spin_multiplicity=2 lumo_ev="-3.06 / -7.74"
C -1.972 1.053 0.582
N -0.729 0.391 0.652
C -0.002 -0.172 -0.524
C 1.493 -0.080 -0.151
C 2.399 -1.101 -0.792
C 2.135 -1.677 -1.958
C -2.683 1.374 1.893
H -2.610 0.499 -0.135
H -1.911 1.980 -0.007
H -0.743 -0.316 1.393
H -0.470 -1.153 -0.633
H -0.263 0.549 -1.298
H 1.758 0.970 -0.298
H 1.544 -0.234 0.931
H 3.146 -1.508 -0.122
H 2.453 -2.697 -2.119
H 1.381 -1.201 -2.574
H -2.180 0.884 2.728
H -2.651 2.444 2.065
H -3.723 1.061 1.890



12
Properties=species:S:1:pos:R:3 method="wB97M-V/def2-TZVPD" de_lowest_ev=0.6596 energy_ha=-319.68797 total_charge=0 smiles=Nc1cncnc1 spin_multiplicity=1 lumo_ev=0.82
N -2.011 0.057 -0.085
C -0.624 0.025 0.071
C 0.168 1.169 0.173
N 1.496 1.123 0.126
C 2.043 -0.086 0.026
N 1.399 -1.247 0.128
C 0.073 -1.182 0.183
H -2.356 0.976 -0.336
H -2.332 -0.617 -0.769
H -0.290 2.151 0.303
H 3.115 -0.130 -0.144
H -0.469 -2.116 0.328



9
Properties=species:S:1:pos:R:3 method="wB97M-V/def2-TZVPD" de_lowest_ev=1.8113 energy_ha=-366.38152 total_charge=0 spin_multiplicity=1 lumo_ev=0.99
O -2.402 0.308 -0.028
C -1.736 -0.665 -0.023
O -0.335 -0.688 -0.274
C 0.433 0.613 -0.153
C 1.728 0.484 -0.013
F 2.246 -0.780 -0.014
H -2.228 -1.699 0.402
H -0.304 1.343 0.046
H 2.597 1.084 0.056



33
Properties=species:S:1:pos:R:3 method="wB97M-V/def2-TZVPD" de_lowest_ev=3.0206 energy_ha=-905.11838 total_charge=0 smiles="NC(N)=O.NC(N)=O.NC(N)=O.O.O.O" spin_multiplicity=1 lumo_ev=-0.39
N 2.384 -2.435 -1.386
C 1.691 -1.393 -1.714
N 0.508 -1.625 -2.118
O 2.036 -0.267 -1.771
H 3.246 -2.272 -0.885
H 1.913 -3.327 -1.438
H 0.056 -2.523 -2.021
H 0.076 -0.796 -2.502
N -2.931 -0.151 0.153
C -2.458 0.992 0.507
N -2.406 1.811 -0.501
O -2.161 1.406 1.597
H -3.294 -0.182 -0.789
H -3.160 -0.676 0.985
H -1.960 2.700 -0.328
H -2.872 1.641 -1.381
N 1.247 2.212 0.662
C 1.398 2.978 -0.349
N 1.433 2.285 -1.462
O 1.328 4.198 -0.246
H 0.784 1.367 0.359
H 1.137 2.550 1.607
H 1.585 1.292 -1.359
H 1.390 2.682 -2.390
O -0.220 -3.470 1.661
H -0.760 -4.118 1.208
H -0.717 -3.252 2.450
O 0.233 -0.789 0.831
H -0.385 -0.507 0.157
H 0.052 -1.722 0.947
O 0.028 0.766 3.161
H 0.234 0.151 2.457
H 0.565 0.475 3.898



22
Properties=species:S:1:pos:R:3 method="wB97M-V/def2-TZVPD" de_lowest_ev=1.6905 energy_ha=-403.72512 total_charge=0 smiles=CCNC.O.O.O spin_multiplicity=1 lumo_ev=0.45
C 3.234 0.361 -2.246
C 1.961 1.041 -1.693
N 1.487 0.445 -0.436
C 0.947 -0.915 -0.553
H 3.018 0.181 -3.296
H 3.423 -0.585 -1.735
H 4.172 0.901 -2.109
H 1.202 0.833 -2.461
H 2.016 2.107 -1.492
H 0.834 1.033 0.061
H 1.562 -1.524 -1.203
H 0.899 -1.270 0.479
H -0.089 -0.924 -0.927
O -1.974 1.637 5.147
H -1.086 1.451 5.465
H -1.855 1.637 4.189
O -3.079 -5.474 2.178
H -2.937 -6.334 1.775
H -2.240 -5.247 2.600
O -1.509 3.259 -3.079
H -1.984 3.887 -2.536
H -1.799 2.352 -2.991



Copy entry 7 word for word.
33
Properties=species:S:1:pos:R:3 method="wB97M-V/def2-TZVPD" de_lowest_ev=3.0206 energy_ha=-905.11838 total_charge=0 smiles="NC(N)=O.NC(N)=O.NC(N)=O.O.O.O" spin_multiplicity=1 lumo_ev=-0.39
N 2.384 -2.435 -1.386
C 1.691 -1.393 -1.714
N 0.508 -1.625 -2.118
O 2.036 -0.267 -1.771
H 3.246 -2.272 -0.885
H 1.913 -3.327 -1.438
H 0.056 -2.523 -2.021
H 0.076 -0.796 -2.502
N -2.931 -0.151 0.153
C -2.458 0.992 0.507
N -2.406 1.811 -0.501
O -2.161 1.406 1.597
H -3.294 -0.182 -0.789
H -3.160 -0.676 0.985
H -1.960 2.700 -0.328
H -2.872 1.641 -1.381
N 1.247 2.212 0.662
C 1.398 2.978 -0.349
N 1.433 2.285 -1.462
O 1.328 4.198 -0.246
H 0.784 1.367 0.359
H 1.137 2.550 1.607
H 1.585 1.292 -1.359
H 1.390 2.682 -2.390
O -0.220 -3.470 1.661
H -0.760 -4.118 1.208
H -0.717 -3.252 2.450
O 0.233 -0.789 0.831
H -0.385 -0.507 0.157
H 0.052 -1.722 0.947
O 0.028 0.766 3.161
H 0.234 0.151 2.457
H 0.565 0.475 3.898